Entry w
Density functional theory data (ωB97M-V with the def2-TZVPD basis set) for 2 unconnected molecules or ions with the total composition H5N3.

Each line ends with the Löwdin charge.
Geometry (Å):
1 H -0.7156 0.7506 -0.1111  0.0552
2 N -1.0444 0.5308 -1.0876  -0.0674
3 N -1.1759 1.0313 -2.0459  -0.0645
4 H -1.1768 1.9195 -2.5860  0.0837
5 N 1.0603 -1.2238 1.2727  -0.0268
6 H 0.0893 -1.2170 1.6660  0.0168
7 H 1.7336 -1.5076 2.0094  0.0136
8 H 1.2295 -0.2838 0.8824  -0.0106

- SMILES string = [H]/N=N\[H].N
- frontier orbital gap (Ha) = 0.295
- E_HOMO (eV) = -6.9

=====

Entry x
Density functional theory data (ωB97M-V with the def2-TZVPD basis set) for 2 unconnected molecules or ions with the total composition H5N3.

Each line ends with the Löwdin charge.
Geometry (Å):
1 N 0.7363 0.8046 1.0837  -0.1950
2 N -0.7255 -0.8438 -0.8148  -0.0278
3 N -0.1731 1.5571 1.0875  -0.0367
4 H 0.5592 -0.2789 1.0020  0.1097
5 H 1.7608 1.0900 1.0348  0.1120
6 H -0.6125 0.1917 -0.7353  -0.0106
7 H -1.5521 -1.3037 -1.1013  -0.0200
8 H 0.0068 -1.2170 -1.5566  0.0684

- frontier orbital gap (Ha) = 0.331
- E_HOMO (eV) = -8.0

=====

Least stable = entry w

=====

Entry w
Density functional theory data (ωB97M-V with the def2-TZVPD basis set) for 2 unconnected molecules or ions with the total composition C2H7O2PS.

Each line ends with the Löwdin charge.
Geometry (Å):
1 C -1.1597 -1.5017 1.2306  -0.4466
2 C 1.3309 1.4740 -0.7970  -0.2544
3 O 1.3717 -1.1363 -0.7879  -0.4013
4 O -0.5493 0.1384 -1.8916  -0.4134
5 P -0.3700 0.1182 1.2605  0.7575
6 S 0.3961 -0.0483 -0.7691  0.3250
7 H -0.2881 -2.2310 1.3597  0.0700
8 H -1.6962 -1.8206 0.3432  0.0409
9 H -1.8234 -1.6392 2.0463  0.0094
10 H 0.5929 2.3014 -0.5924  0.0595
11 H 2.1809 1.2873 -0.0944  0.0622
12 H 1.7931 1.5347 -1.8703  0.1056
13 H -1.7789 1.5230 0.5623  0.0858

- frontier orbital gap (Ha) = 0.336
- E_HOMO (eV) = -9.9

=====

Entry x
Density functional theory data (ωB97M-V with the def2-TZVPD basis set) for C2H7O2PS in the gas phase.

Each line ends with the Löwdin charge.
Geometry (Å):
1 C -0.0986 -2.4149 -0.5581  -0.0540
2 O 0.9479 -1.3780 -0.6952  -0.3591
3 P 1.2725 -0.3430 0.4226  0.1298
4 S 3.0486 0.3263 0.3627  0.2918
5 O 0.2638 0.8781 0.2257  -0.4209
6 C 0.4000 1.8430 -0.8044  -0.1655
7 H 0.0108 -3.0357 0.2663  0.0622
8 H 0.2033 -3.0939 -1.3724  0.0990
9 H -1.0110 -2.0664 -0.8490  0.0570
10 H 0.5041 -0.8963 1.6302  0.0857
11 H 0.7027 2.8850 -0.3384  0.1203
12 H -0.6231 1.9990 -1.2557  0.0934
13 H 1.1446 1.4721 -1.5272  0.0603

- SMILES string = CO[PH](=S)OC
- frontier orbital gap (Ha) = 0.358
- E_HOMO (eV) = -9.0

=====

Least stable = entry w

=====

Entry w
Density functional theory data (ωB97M-V with the def2-TZVPD basis set) for 4 unconnected molecules or ions with the total composition C9H26O4.

Each line ends with the Löwdin charge.
Geometry (Å):
1 C -0.8895 4.1342 -3.0325  -0.0716
2 C -1.5287 3.2963 -1.9669  -0.4610
3 C -2.4646 2.2248 -2.5152  -0.0576
4 O -0.4472 2.5571 -1.2951  -0.0806
5 H -0.3822 3.4816 -3.7283  0.0800
6 H -0.1987 4.8755 -2.5899  0.0919
7 H -1.5498 4.7192 -3.6383  0.0729
8 H -1.9616 4.0393 -1.2980  0.1331
9 H -2.8962 1.6171 -1.6594  0.0969
10 H -1.8770 1.5546 -3.1525  0.0800
11 H -3.3423 2.6118 -3.0248  0.0730
12 H -0.7109 2.2625 -0.4295  0.0632
13 C 3.3947 0.4865 0.9594  -0.0533
14 C 1.9453 0.1170 1.0227  -0.5066
15 C 1.1467 1.0226 1.9632  -0.0490
16 O 1.4425 0.3048 -0.2956  -0.0950
17 H 3.4442 1.4774 0.5022  0.0913
18 H 3.9843 -0.3336 0.5918  0.0814
19 H 3.6889 0.7348 1.9943  0.0828
20 H 1.8265 -0.9519 1.2568  0.1249
21 H 1.6537 1.0388 2.9142  0.0708
22 H 0.0898 0.6893 2.1461  0.0982
23 H 1.1460 2.0231 1.6102  0.0644
24 H 1.3035 1.3121 -0.3698  0.0998
25 C -1.2610 -2.8271 2.2466  -0.0542
26 C -0.2466 -3.3175 1.1408  -0.4899
27 C 0.8139 -4.2542 1.7447  -0.0563
28 O -0.9254 -3.9719 0.1035  -0.0276
29 H -1.8965 -2.0420 1.9195  0.0436
30 H -0.7069 -2.4208 3.1182  0.0730
31 H -1.9992 -3.5112 2.7015  0.0791
32 H 0.2916 -2.4167 0.7446  0.1120
33 H 1.2382 -4.6159 0.8373  0.0621
34 H 0.3432 -5.1208 2.2974  0.0991
35 H 1.4478 -3.6678 2.4434  0.0829
36 H -1.2057 -3.3252 -0.5024  0.0197
37 O -1.2117 -1.5373 -1.4894  -0.0706
38 H -0.9995 -1.1022 -2.3486  0.0672
39 H -0.4995 -1.1643 -0.9223  0.0299

- SMILES string = CC(C)O.CC(C)O.CC(C)O.O
- frontier orbital gap (Ha) = 0.379
- E_HOMO (eV) = -9.7

=====

Entry x
Density functional theory data (ωB97M-V with the def2-TZVPD basis set) for a molecular structure, C9H26O4.

Each line ends with the Löwdin charge.
Geometry (Å):
1 O -0.7287 3.3069 0.2093  0.0856
2 H -1.6088 3.5201 -0.1007  0.0845
3 H -0.3495 4.1509 0.4544  0.1271
4 C 2.2658 0.8461 1.0356  0.0019
5 C 1.5556 0.0033 -0.0331  -0.4277
6 C 2.3070 -1.1460 -0.5698  -0.0506
7 O 0.3391 -0.4940 0.5731  -0.2898
8 H 1.6998 1.7517 1.2539  0.0805
9 H 3.2986 1.0911 0.7877  0.0803
10 H 2.3357 0.2651 1.9551  0.0909
11 H 1.5333 0.6578 -0.9044  0.0865
12 H 3.3441 -0.8107 -0.5858  0.1131
13 H 1.9596 -1.4809 -1.5472  0.1099
14 H 2.0688 -2.0102 0.0502  0.1038
15 H -0.1494 0.2849 0.8494  -0.0493
16 C -2.1831 1.4356 -0.4044  -0.0024
17 C -0.7409 0.7740 -0.4634  -0.4634
18 C -0.0447 1.1605 -1.7773  0.0012
19 O -0.0333 1.4016 0.5241  -0.0961
20 H -2.2412 2.4492 -0.8011  0.0604
21 H -2.5859 1.4544 0.6082  0.1025
22 H -2.9592 0.8305 -0.8730  0.0902
23 H -0.9298 -0.2985 -0.4172  0.0161
24 H -0.7186 1.0796 -2.6303  0.0970
25 H 0.8584 0.5755 -1.9508  0.0665
26 H 0.3215 2.1869 -1.7985  0.0953
27 H -0.2265 2.3386 0.6036  -0.1019
28 C -0.0954 -2.5511 1.5283  -0.0375
29 C -0.7089 -2.5241 0.1109  -0.4157
30 C -1.7844 -1.4949 0.0011  -0.0547
31 O 0.3146 -2.2566 -0.7934  -0.0996
32 H 0.3061 -1.5859 1.8369  0.0785
33 H 0.7808 -3.1987 1.4965  0.0836
34 H -0.7351 -2.8526 2.3578  0.0763
35 H -1.0870 -3.5334 -0.0518  0.1405
36 H -1.4469 -0.4896 0.2533  0.0237
37 H -2.6250 -1.8037 0.6225  0.1133
38 H -2.1320 -1.4751 -1.0318  0.1223
39 H 0.8260 -1.5584 -0.3779  -0.0430

- frontier orbital gap (Ha) = 0.283
- E_HOMO (eV) = -7.8

=====

Least stable = entry x

=====

Entry w
Density functional theory data (ωB97M-V with the def2-TZVPD basis set) for H2O4S3 in the gas phase.

Each line ends with the Löwdin charge.
Geometry (Å):
1 O -0.6253 1.0469 -2.4861  -0.4845
2 O 0.5987 1.2432 -0.2587  -0.3982
3 O -0.0006 0.0899 1.9774  -0.4397
4 O -0.2171 -1.9917 0.2814  -0.9863
5 S 0.6033 -1.3504 1.5952  0.8758
6 S 0.0527 -1.5663 -1.3549  0.6449
7 S -0.5916 0.4992 -1.1897  0.6374
8 H -0.9149 0.0276 2.1749  0.0292
9 H 1.0948 2.0016 -0.7394  0.1214

- frontier orbital gap (Ha) = 0.321
- E_HOMO (eV) = -9.0

=====

Entry x
Density functional theory data (ωB97M-V with the def2-TZVPD basis set) for H2O4S3 in the gas phase.

Each line ends with the Löwdin charge.
Geometry (Å):
1 O -0.1822 -1.8116 -0.6510  -0.3942
2 S -0.2185 -0.3713 -0.6589  0.1454
3 O -0.1791 0.3341 -1.9145  -0.3777
4 S -1.8867 0.4062 0.2801  0.7577
5 O -1.6184 0.1418 1.9199  -0.4642
6 S 1.3347 0.1942 0.6399  0.7695
7 O 2.2358 1.1198 -0.4969  -0.4429
8 H -1.7718 -0.7285 2.2034  0.0162
9 H 2.2863 0.7153 -1.3220  -0.0098

- SMILES string = O=S(=O)(SO)SO
- frontier orbital gap (Ha) = 0.335
- E_HOMO (eV) = -9.8

=====

Least stable = entry w